No. 1
The following is a DFT calculation (ωB97M-V/def2-TZVPD) of a structure of composition C26H36Ge2N8Ti.

Results
Kohn-Sham gap (spin up / spin down)   6.96 / 6.80 eV
ΔE to the lowest compared entry with this formula, charge and spin   0.0 kJ/mol
<S²>   2.005
LUMO energy (spin up / spin down)   -6.232 / -6.398 eV
Spin multiplicity   3
Total charge   +2

```
73
Properties=species:S:1:pos:R:3:mulliken_charge:R:1
Ti -0.27229 1.09676 0.59080 -0.07
N 1.45157 3.75938 3.56615 0.08
C 1.33455 2.49216 3.19027 -0.35
N 0.44957 2.42111 2.20280 0.08
C 0.05869 3.72152 2.03614 0.10
N 0.64904 4.56205 2.84316 -0.65
C -0.93241 4.06882 1.01852 0.32
C -1.40824 5.36326 0.85216 -0.55
N -2.31826 5.64835 -0.06949 -0.53
C -2.76230 4.64600 -0.81397 -0.49
C -2.28828 3.34822 -0.66328 -0.52
N -1.35960 3.05385 0.25046 0.63
H 2.03128 4.15029 4.29607 0.21
H 1.87826 1.67570 3.63709 0.57
H -1.04388 6.16804 1.47816 0.52
H -3.51138 4.87086 -1.56286 0.44
H -2.65509 2.54237 -1.28472 0.18
C -1.65870 0.54682 -3.07934 -0.87
C -2.82041 -0.02937 -2.27014 -0.91
Ge -2.30876 -0.67972 -0.48638 0.59
C -3.22088 0.29020 0.99230 -0.80
C -2.52000 0.17535 2.34513 -0.90
C -2.35693 -2.58468 -0.16071 -0.17
C -1.11569 -3.08101 -0.01192 -0.05
Ge 0.13248 -1.58391 -0.20298 -0.17
C 1.27729 -1.55873 -1.80415 -0.30
C 2.61845 -2.28893 -1.73886 -1.16
C 0.95935 -1.10328 1.56058 0.52
C 2.29235 -1.78976 1.89016 -1.40
C -0.72871 -4.47948 0.22480 0.86
C -1.67537 -5.50098 0.33540 -0.79
C -1.27447 -6.80566 0.55718 -0.76
C 0.07630 -7.11623 0.67169 -0.50
C 1.02675 -6.11439 0.56259 -1.15
C 0.62047 -4.80710 0.34164 0.35
H -2.00264 1.00809 -4.00516 0.43
H -0.93572 -0.22612 -3.34453 0.27
H -1.09981 1.30996 -2.52396 0.08
H -3.26837 -0.86295 -2.81337 0.55
H -3.62374 0.70209 -2.14468 0.49
H -4.19563 -0.19933 1.06771 0.65
H -3.43259 1.32857 0.73867 0.35
H -2.23440 -0.85456 2.56718 0.31
H -3.15226 0.52719 3.16055 0.50
H -1.60651 0.79139 2.44713 0.25
H -3.25399 -3.19564 -0.11489 0.48
H 1.42989 -0.51495 -2.08810 0.31
H 0.65048 -1.99581 -2.58600 0.60
H 3.30469 -1.82174 -1.03123 0.23
H 3.10094 -2.26957 -2.71605 0.42
H 2.50595 -3.33513 -1.45879 0.29
H 0.21210 -1.36775 2.31277 0.42
H 1.15876 -0.02058 1.69599 -0.04
H 2.17547 -2.87127 1.92162 0.42
H 2.65672 -1.48018 2.87055 0.38
H 3.06531 -1.56480 1.15528 0.27
H -2.73179 -5.28606 0.24537 0.36
H -2.01630 -7.58823 0.63954 0.42
H 0.38391 -8.13855 0.84374 0.41
H 2.07908 -6.35092 0.64554 0.44
H 1.37474 -4.03295 0.24643 0.07
N 2.41009 4.32832 -3.03262 -0.39
C 2.51213 3.35292 -2.11465 0.22
C 1.36698 2.77634 -1.51523 -0.41
N 1.47767 1.80385 -0.61854 1.00
C 2.71367 1.38264 -0.29976 -0.53
C 3.82410 1.98557 -0.86218 -0.54
N 3.73470 2.95721 -1.75535 -0.59
H 1.52847 4.61020 -3.42001 0.20
H 3.25442 4.67719 -3.45611 0.27
H 0.37420 3.12275 -1.77382 0.15
H 2.81408 0.57001 0.40551 0.47
H 4.82040 1.66488 -0.58297 0.42
```

No. 2
The following is a DFT calculation (ωB97M-V/def2-TZVPD) of an isolated molecule of C15H19N5OS in a non-equilibrium geometry.

Results
Kohn-Sham gap   9.02 eV
ΔE to the lowest compared entry with this formula, charge and spin   99.3 kJ/mol
SMILES   Cc1cccc(NC(=O)CSc2nnnn2C2CCCC2)c1
LUMO energy   0.462 eV
Total charge   0

```
41
Properties=species:S:1:pos:R:3:mulliken_charge:R:1
C 2.46693 1.20298 -4.13579 -1.48
C 2.57038 -0.16098 -3.52545 0.48
C 2.11423 -0.37839 -2.23232 -0.37
C 2.17830 -1.64465 -1.66691 0.74
C 2.70588 -2.70343 -2.40145 -0.73
C 3.16327 -2.48696 -3.68645 -0.65
C 3.09762 -1.22375 -4.24758 -0.62
H 3.45668 -1.06244 -5.25334 0.40
H 3.57322 -3.30959 -4.25330 0.38
H 2.75507 -3.69123 -1.96492 0.36
N 1.73449 -1.92096 -0.36346 -0.05
C 1.21412 -1.07370 0.55019 0.35
O 1.05172 0.11783 0.40818 -0.65
C 0.84461 -1.77814 1.85878 -0.68
H 1.67471 -1.72811 2.56428 0.47
H 0.53341 -2.81041 1.70552 0.43
S -0.52702 -0.86340 2.61769 -0.16
C -1.55067 -0.90887 1.22366 0.56
N -1.52579 -1.84102 0.28989 -0.14
N -2.44630 -1.49052 -0.59348 -0.70
N -3.02599 -0.41491 -0.26154 -0.47
N -2.49159 0.00432 0.88852 0.66
C -2.85609 1.24731 1.50695 -0.39
H -3.64487 1.65101 0.86627 0.43
C -1.66127 2.22469 1.59449 -0.51
C -1.51586 2.57121 3.07937 -0.51
H -1.16668 3.59115 3.22747 0.38
C -2.91062 2.33930 3.65377 -0.65
H -2.90701 2.23106 4.73659 0.39
H -3.57066 3.16658 3.38815 0.29
C -3.36034 1.06532 2.94695 -0.61
H -4.43701 0.90814 2.98747 0.33
H -2.86491 0.20385 3.39993 0.30
H -0.80912 1.89077 3.55438 0.22
H -0.75259 1.77593 1.19388 0.14
H -1.87748 3.11774 1.00919 0.32
H 1.77265 -2.90065 -0.11760 0.19
H 1.70421 0.43916 -1.66359 0.53
H 2.52208 1.97427 -3.37178 0.36
H 1.51007 1.30489 -4.64853 0.29
H 3.25822 1.36456 -4.86411 0.39
```

No. 3
The following is a DFT calculation (ωB97M-V/def2-TZVPD) of a cluster of 6 separate species, C36H87N3 in total in a non-equilibrium geometry.

Results
Kohn-Sham gap   8.33 eV
ΔE to the lowest compared entry with this formula, charge and spin   463.6 kJ/mol
SMILES   CCN(CC)CC.CCN(CC)CC.CCN(CC)CC.CCCCCC.CCCCCC.CCCCCC
LUMO energy   0.779 eV
Total charge   0

```
126
Properties=species:S:1:pos:R:3:mulliken_charge:R:1
C 77.83537 -86.19248 -9.54098 -1.21
C 77.41757 -84.91250 -8.75630 -0.55
N 75.98002 -84.60749 -8.93837 0.18
C 75.42420 -83.81068 -7.80278 -1.76
C 76.08994 -82.47014 -7.38262 -0.45
C 75.76809 -84.08780 -10.31899 -0.50
C 75.07518 -85.23800 -11.08980 -1.25
H 78.80035 -86.33757 -8.95024 -0.21
H 77.75299 -85.73909 -10.51130 0.66
H 77.07595 -86.96717 -9.40707 0.62
H 78.16746 -84.24930 -8.96399 0.13
H 77.29776 -85.28939 -7.74058 0.51
H 75.21028 -84.26660 -6.89877 0.66
H 74.55180 -83.62971 -7.82614 1.14
H 75.60975 -82.11634 -6.39552 0.32
H 76.15648 -81.66117 -8.10882 0.35
H 77.08521 -82.91408 -7.07533 -0.18
H 76.51088 -83.66638 -11.03483 0.14
H 75.06984 -83.37852 -10.39945 0.60
H 75.59225 -86.18859 -10.99814 0.14
H 75.03745 -85.18174 -12.10279 0.54
H 74.00869 -85.33588 -10.90788 0.32
C 79.95555 -88.67269 -11.84484 -0.43
C 78.88874 -88.68993 -12.95559 -1.32
N 78.42020 -90.15920 -13.16629 0.04
C 77.95821 -90.91922 -12.01226 -0.80
C 76.60574 -90.38118 -11.32948 -0.46
C 77.62676 -90.45781 -14.36793 -0.38
C 77.75253 -91.86539 -14.90225 -1.40
H 79.37736 -89.02965 -10.94791 -0.22
H 80.19249 -87.59529 -11.87475 0.26
H 80.81905 -89.26269 -12.06874 0.43
H 79.38311 -88.44386 -13.82150 0.50
H 78.09513 -88.28723 -12.68719 0.80
H 78.61088 -91.03596 -11.14703 0.39
H 77.91153 -91.92424 -12.36205 0.39
H 76.88262 -89.92459 -10.22872 -0.10
H 76.07561 -91.43530 -10.88653 0.26
H 75.93727 -89.95362 -12.14745 0.32
H 78.00606 -89.65025 -15.01341 0.41
H 76.62128 -90.19374 -13.83424 0.17
H 77.08525 -91.60281 -15.96663 0.32
H 77.32105 -92.48261 -14.24440 0.34
H 78.69144 -92.09702 -14.91835 0.46
C 79.76362 -88.20220 -3.26980 -1.41
C 80.57039 -88.97741 -4.18947 -0.44
N 80.27973 -88.63532 -5.67659 1.04
C 81.39089 -88.74028 -6.63385 0.41
C 82.12059 -90.05198 -6.62912 -1.46
C 79.14130 -89.46482 -6.11329 -1.20
C 78.45979 -88.99330 -7.54038 -0.46
H 79.70579 -87.09123 -3.67611 0.16
H 80.03058 -88.03457 -2.22257 0.41
H 78.85441 -88.55271 -3.28587 0.50
H 80.52414 -89.97951 -3.99093 0.47
H 81.60332 -88.47149 -3.81667 0.17
H 82.13706 -87.98056 -6.32739 -0.43
H 81.05599 -88.45600 -7.55433 0.09
H 82.75674 -90.19221 -7.48701 0.46
H 81.25224 -90.85508 -6.67088 0.19
H 82.64730 -90.17862 -5.71954 0.31
H 78.37013 -89.34873 -5.28884 0.39
H 79.28225 -90.54301 -6.11443 0.47
H 77.52762 -89.42324 -7.60366 0.74
H 79.24176 -89.43492 -8.27489 0.03
H 78.74120 -87.81704 -7.67953 -0.48
C 84.80433 -80.08615 -6.48894 -1.15
C 84.87874 -81.44918 -5.98405 -0.65
C 83.92524 -82.34208 -6.70147 1.20
C 83.95114 -83.69853 -6.04657 -1.06
C 85.12104 -84.53552 -6.34485 -0.89
C 85.21929 -85.83853 -5.42350 -1.26
H 85.37905 -80.39018 -7.54242 0.22
H 85.61736 -79.48399 -6.07758 0.39
H 83.89488 -79.53329 -6.59335 0.22
H 84.51412 -81.43258 -4.96674 0.46
H 85.94678 -81.82229 -5.58691 0.20
H 84.45839 -82.30807 -7.71170 0.45
H 82.92046 -81.93746 -6.64281 -0.95
H 83.20417 -84.23658 -6.37605 0.33
H 83.64286 -83.60076 -5.03538 0.67
H 85.93429 -84.10629 -6.19020 0.82
H 84.96299 -84.82586 -7.39308 0.16
H 84.25338 -86.34667 -5.61978 -0.03
H 85.33004 -85.90235 -4.50022 0.66
H 86.03645 -86.60996 -5.78440 0.29
C 80.67563 -80.27181 -10.31396 -1.39
C 80.31723 -81.69812 -9.99663 -0.31
C 81.54956 -82.61177 -9.99977 -1.17
C 81.30542 -84.10238 -9.52261 1.65
C 82.53374 -84.97884 -9.89482 -0.25
C 82.48214 -86.42386 -9.61261 -0.77
H 79.70057 -80.13371 -10.69035 0.47
H 81.13643 -80.14592 -11.32411 0.32
H 80.96290 -79.67661 -9.41291 0.26
H 79.54801 -82.12853 -10.57239 0.56
H 80.11284 -81.78792 -8.97278 0.02
H 82.27405 -81.95564 -9.53207 0.21
H 81.87526 -82.68746 -10.94494 0.64
H 80.19892 -84.57734 -9.82185 -0.49
H 81.41736 -84.05044 -8.35316 -0.71
H 83.43110 -84.45333 -9.35257 -0.02
H 82.76770 -84.79362 -11.05786 0.37
H 82.05173 -86.63769 -8.44351 -0.10
H 83.21694 -87.14100 -9.82980 0.59
H 81.51497 -86.96126 -9.69095 -0.06
C 80.52837 -79.62635 -6.29306 -0.28
C 80.64224 -80.22461 -4.88276 -0.89
C 79.67890 -81.48029 -4.68523 -0.78
C 80.19894 -82.72815 -5.31103 1.67
C 79.27893 -83.99705 -5.01997 -1.20
C 79.74436 -85.31235 -5.79306 -0.24
H 79.39107 -79.48693 -6.64161 0.25
H 80.89721 -80.42217 -6.93976 -0.27
H 81.21959 -78.68747 -6.32621 0.32
H 80.33243 -79.45043 -4.22230 0.37
H 81.63383 -80.41058 -4.66758 0.33
H 78.68736 -81.36972 -5.14994 0.17
H 79.50438 -81.74509 -3.63200 0.46
H 81.23302 -82.97727 -4.83644 -0.06
H 80.51356 -82.38741 -6.32459 -0.91
H 78.42745 -83.76946 -5.45542 0.32
H 79.08682 -84.17535 -3.96857 0.36
H 80.71895 -85.70611 -5.15456 0.08
H 80.24735 -85.14686 -6.80373 -0.55
H 79.02936 -86.09603 -5.89287 0.82
```

No. 4
The following is a DFT calculation (ωB97M-V/def2-TZVPD) of a structure of composition C8H24KO4.

Results
Kohn-Sham gap   11.02 eV
ΔE to the lowest compared entry with this formula, charge and spin   0.0 kJ/mol
LUMO energy   -2.775 eV
Total charge   +1

```
37
Properties=species:S:1:pos:R:3:mulliken_charge:R:1
K 1.04431 -1.57765 -0.92837 0.88
C -1.94852 -0.65122 -4.05488 -1.07
C -0.88144 0.40178 -3.93285 -0.17
O 0.30883 -0.16695 -3.33174 -0.44
H -2.26993 -0.98201 -3.06470 0.19
H -1.59315 -1.50830 -4.62440 0.35
H -2.82903 -0.24634 -4.55588 0.34
H -1.22477 1.21889 -3.29243 0.20
H -0.62367 0.82775 -4.90223 0.41
H 1.07041 0.18996 -3.79447 0.25
C 2.07015 -2.03198 3.44417 -0.99
C 0.81798 -2.46680 2.70567 -0.03
O 1.13290 -3.13429 1.47722 -0.49
H 2.67890 -1.39451 2.80064 0.18
H 2.67758 -2.90105 3.70173 0.36
H 1.81128 -1.49718 4.35617 0.33
H 0.20543 -1.60101 2.43933 0.05
H 0.19333 -3.11065 3.33035 0.37
H 1.22025 -4.07417 1.65615 0.28
C 1.57805 2.93606 1.49184 -1.19
C 1.84474 1.46673 1.69626 -0.19
O 1.95622 0.74836 0.45606 -0.40
H 2.30228 3.39211 0.81249 0.38
H 1.62060 3.46345 2.44566 0.36
H 0.58215 3.11140 1.07722 0.25
H 1.00259 1.00914 2.21627 0.22
H 2.74733 1.32244 2.29167 0.35
H 2.54433 1.24313 -0.12312 0.23
C -2.93297 1.16986 -0.52279 -1.29
C -1.57183 0.67829 -0.10966 0.14
O -1.53078 -0.75116 0.00362 -0.53
H -3.27084 0.60098 -1.39059 0.25
H -2.91810 2.23158 -0.76433 0.35
H -3.67441 1.02129 0.26817 0.42
H -1.25178 1.13989 0.82852 0.22
H -0.83888 0.93751 -0.87652 0.16
H -2.04957 -1.01533 0.76974 0.27
```

Q: total charge of number 3 (C36H87N3)?
A: 0

Q: The highest ΔE to the lowest compared entry with this formula, charge and spin belongs to which entry?
A: C36H87N3

What did the fourth record say?
The following is a DFT calculation (ωB97M-V/def2-TZVPD) of a structure of composition C8H24KO4.

Results
Kohn-Sham gap   11.02 eV
ΔE to the lowest compared entry with this formula, charge and spin   0.0 kJ/mol
LUMO energy   -2.775 eV
Total charge   +1

```
37
Properties=species:S:1:pos:R:3:mulliken_charge:R:1
K 1.04431 -1.57765 -0.92837 0.88
C -1.94852 -0.65122 -4.05488 -1.07
C -0.88144 0.40178 -3.93285 -0.17
O 0.30883 -0.16695 -3.33174 -0.44
H -2.26993 -0.98201 -3.06470 0.19
H -1.59315 -1.50830 -4.62440 0.35
H -2.82903 -0.24634 -4.55588 0.34
H -1.22477 1.21889 -3.29243 0.20
H -0.62367 0.82775 -4.90223 0.41
H 1.07041 0.18996 -3.79447 0.25
C 2.07015 -2.03198 3.44417 -0.99
C 0.81798 -2.46680 2.70567 -0.03
O 1.13290 -3.13429 1.47722 -0.49
H 2.67890 -1.39451 2.80064 0.18
H 2.67758 -2.90105 3.70173 0.36
H 1.81128 -1.49718 4.35617 0.33
H 0.20543 -1.60101 2.43933 0.05
H 0.19333 -3.11065 3.33035 0.37
H 1.22025 -4.07417 1.65615 0.28
C 1.57805 2.93606 1.49184 -1.19
C 1.84474 1.46673 1.69626 -0.19
O 1.95622 0.74836 0.45606 -0.40
H 2.30228 3.39211 0.81249 0.38
H 1.62060 3.46345 2.44566 0.36
H 0.58215 3.11140 1.07722 0.25
H 1.00259 1.00914 2.21627 0.22
H 2.74733 1.32244 2.29167 0.35
H 2.54433 1.24313 -0.12312 0.23
C -2.93297 1.16986 -0.52279 -1.29
C -1.57183 0.67829 -0.10966 0.14
O -1.53078 -0.75116 0.00362 -0.53
H -3.27084 0.60098 -1.39059 0.25
H -2.91810 2.23158 -0.76433 0.35
H -3.67441 1.02129 0.26817 0.42
H -1.25178 1.13989 0.82852 0.22
H -0.83888 0.93751 -0.87652 0.16
H -2.04957 -1.01533 0.76974 0.27
```